Entry 1:
The following is a quantum chemistry calculation of a structure of composition C9H14ClI2NOPSc at a distorted geometry, from the OMol25 dataset.

```
30
Properties=species:S:1:pos:R:3:mulliken_charge:R:1
I 2.19981 -0.31138 -1.46224 0.115
I 1.73708 -0.56645 1.49543 0.218
Sc -0.71910 0.37477 -0.16934 0.786
P -0.50446 -2.69509 -0.56070 0.768
C 1.04505 -3.68138 -0.48911 -1.097
C -1.51652 -3.70348 0.58746 -1.176
H -2.11322 -2.85478 -2.34701 0.366
H -1.33916 -4.44661 -2.04576 0.420
H -0.46593 -3.15842 -2.94866 0.347
C -1.16808 -3.36445 -2.13381 -1.204
H -2.48691 -3.21151 0.70981 0.363
H -1.65759 -4.71650 0.19233 0.405
H 0.80756 -4.73211 -0.71509 0.365
H 1.48243 -3.59289 0.50869 0.378
H -1.02430 -3.75236 1.56455 0.347
H 1.76563 -3.28639 -1.21107 0.366
C 3.66828 1.78866 0.82770 0.091
O 4.60523 2.42387 0.88790 -0.093
Cl -2.99199 0.19057 -0.39215 -0.299
C 0.06721 5.06474 1.06516 -0.064
C -1.07289 4.36349 1.44756 -0.786
C -1.26438 3.04912 1.03940 0.106
N -0.38026 2.44010 0.18949 -0.066
C 0.74307 3.12041 -0.18774 -0.107
C 0.98936 4.41584 0.24039 -0.751
H 0.23647 6.08813 1.41279 0.441
H -1.82909 4.81719 2.08148 0.394
H -2.11741 2.44372 1.35535 0.402
H 1.40822 2.57113 -0.85824 0.543
H 1.89588 4.92206 -0.08457 0.422
```

LUMO level: -10.557 eV
Kohn-Sham gap: 5.35 eV
E: -71797.260 eV
Strongest force on any atom: 0.047 hartree/bohr
Total charge: +2

***

Entry 2:
The following is a quantum chemistry calculation of a cluster of 2 separate species, C9H14ClNSi in total at a distorted geometry, from the OMol25 dataset.

```
26
Properties=species:S:1:pos:R:3:mulliken_charge:R:1
C -0.49189 1.93464 -2.28398 -0.846
C 0.79498 1.41772 -2.22786 -0.260
C -1.54610 1.02867 -2.30476 -0.345
C 1.08254 0.10781 -2.12274 -0.559
C -1.32327 -0.32830 -2.11052 -0.502
C -0.00081 -0.79086 -1.96064 0.633
C 0.01932 0.81000 2.53835 -1.207
C -0.53485 -4.10151 -1.38495 -0.944
C 1.07408 0.96873 1.47984 0.374
N 2.23202 0.20986 2.06191 -0.728
Si 0.28259 -2.53830 -1.31023 0.517
Cl 1.86648 -2.35722 -0.10271 -0.227
H -0.75209 2.86046 -2.56492 0.562
H 1.64436 2.18788 -2.32938 0.233
H -2.57015 1.35238 -2.44294 0.371
H 2.13201 -0.18670 -2.13965 0.361
H -2.07015 -1.07484 -2.23704 0.379
H 0.40714 1.12007 3.48518 0.371
H -0.81063 1.51298 2.26380 0.329
H -0.00041 -0.30224 2.65383 0.250
H 1.83310 -0.71912 2.48756 0.278
H -1.43462 -4.17258 -2.05951 0.186
H -0.23174 -5.02324 -1.14848 0.391
H 0.62691 0.50963 0.61219 -0.151
H 1.31592 2.03407 1.21076 0.299
H 2.80853 -0.16703 1.24137 0.234
```

LUMO level: -0.025 eV
Structure (SMILES): C=[Si](Cl)c1ccccc1.CCN
Kohn-Sham gap: 8.20 eV
E: -31448.411 eV
Energy above the lowest of the compared OMol25 structures with the same formula, charge and spin: 59.5 kcal per mole
Strongest force on any atom: 0.118 hartree/bohr

***

Entry 3:
The following is a quantum chemistry calculation of a structure of composition C9H14CuIN3O5S, from the OMol25 dataset.

```
34
Properties=species:S:1:pos:R:3:mulliken_charge:R:1
Cu 0.38916 0.23825 -0.39114 -0.058
O -0.07358 -3.67899 1.20308 -0.467
C -0.13949 -2.39649 0.87191 0.520
O 0.58709 -1.89445 0.04495 -0.434
C -1.25195 -1.69158 1.61368 -0.421
O -1.32207 -0.33187 1.30187 -0.223
C -0.94285 0.57243 2.34867 -0.663
C 0.54307 1.02823 2.31559 0.712
O 0.91938 1.67744 3.27460 -0.711
O 1.20111 0.71314 1.26604 -0.577
H 0.61882 -4.11464 0.68927 0.374
H -1.11194 -1.87344 2.68228 0.407
H -2.18747 -2.17479 1.31597 0.361
H -1.12607 0.12615 3.32709 0.484
H -1.57408 1.45595 2.25585 0.286
C -1.05491 5.95323 1.57448 -1.074
C -0.30763 5.51491 0.30784 -0.448
C -0.76469 4.17596 -0.15546 0.319
N -0.07850 3.10043 -0.11764 -0.703
N -0.73227 1.99314 -0.56810 0.674
C -1.95714 2.22910 -0.96026 0.420
N -2.81931 1.29546 -1.39738 -0.361
S -2.40080 3.90267 -0.77669 -0.209
H -0.71449 6.93659 1.89708 0.341
H -0.87269 5.24566 2.38319 0.307
H -2.12877 6.00421 1.38971 0.341
H 0.76005 5.43968 0.50778 0.279
H -0.45798 6.24890 -0.48677 0.293
H -2.46145 0.35881 -1.54175 0.015
H -3.62069 1.56949 -1.93308 0.226
I -1.06876 -1.64132 -2.88638 -0.128
C 0.41572 -0.17812 -2.34781 -0.747
H 0.24884 0.67159 -3.00352 0.384
H 1.36828 -0.65254 -2.57929 0.482
```

LUMO level (alpha / beta): 0.183 / -0.253 eV
Kohn-Sham gap (alpha / beta): 8.41 / 8.32 eV
Multiplicity: 2
E: -87843.202 eV
Strongest force on any atom: 0.016 hartree/bohr

***

Entry 4:
The following is a quantum chemistry calculation of a cluster of 2 separate species, C9H14FN3O in total at a distorted geometry, from the OMol25 dataset.

```
28
Properties=species:S:1:pos:R:3:mulliken_charge:R:1
C 4.39186 -0.02304 1.50786 -0.176
C 3.23614 -1.07123 0.12711 0.015
C -0.17087 -0.63247 1.34036 -0.164
C -1.04683 -0.03980 0.67064 -0.476
C -3.37081 0.53789 0.83207 -1.911
C -2.67952 -1.48254 -0.44278 -1.505
C -1.99156 0.87499 -1.32544 -1.437
C 2.43649 0.93984 -1.12834 0.070
C -2.24847 -0.02921 -0.10431 2.202
N 4.02752 -1.24071 1.12710 -0.611
N 3.88175 0.91171 0.70576 -0.847
N 3.14853 0.20281 -0.17062 0.760
O 0.10327 0.81861 0.90533 -0.596
F 2.63844 0.31251 -2.31954 -0.305
H 5.18503 0.19830 2.17503 0.401
H 2.92363 -1.87122 -0.54215 0.399
H 0.35544 -1.12245 2.13262 0.445
H 1.30436 1.06897 -1.02763 -0.020
H -3.39596 -0.12224 1.59063 0.532
H -4.28052 0.61760 0.24692 0.452
H -3.09953 1.47869 1.26539 0.454
H -2.32614 -1.99125 -1.35063 0.367
H -2.38641 -2.09871 0.37018 0.405
H -3.84721 -1.52497 -0.43103 0.309
H -2.26068 1.82270 -0.97957 0.393
H -2.58981 0.65114 -2.26678 0.365
H -0.91713 0.82093 -1.72910 0.203
H 2.97898 1.99313 -1.17906 0.278
```

LUMO level: 0.673 eV
Structure (SMILES): CC(C)(C)C1=CO1.FCn1cncn1
Kohn-Sham gap: 9.02 eV
E: -18789.764 eV
Energy above the lowest of the compared OMol25 structures with the same formula, charge and spin: 85.2 kcal per mole
Strongest force on any atom: 0.071 hartree/bohr

***

Entry 5:
The following is a quantum chemistry calculation of a cluster of 2 separate species, C9H14N2O2 in total at a distorted geometry, from the OMol25 dataset.

```
27
Properties=species:S:1:pos:R:3:mulliken_charge:R:1
C 4.13430 0.61873 -0.60601 -0.494
C 4.05701 -0.48302 -1.37903 -0.376
C 2.86284 0.57803 0.14929 0.387
C -2.76742 -0.79844 -0.52016 -0.663
C -2.98402 0.80119 -0.50424 -0.702
C -1.25305 -1.11478 -0.37924 -0.474
C -2.38997 1.26362 0.92280 -0.828
C -0.81298 -0.65870 0.98654 -0.718
C -0.96960 0.84802 1.12637 0.738
N 2.96970 -1.29552 -0.97560 -0.133
N 2.32926 -0.59284 -0.04737 -0.212
O 2.61640 1.38775 1.14784 -0.550
O -0.13353 1.57593 1.60119 -0.699
H 4.91631 1.43971 -0.50584 0.299
H 4.60170 -0.73694 -2.25301 0.439
H -3.36411 -1.27944 0.32207 0.291
H -3.20271 -1.18065 -1.47327 0.320
H -2.33699 1.15174 -1.28686 0.352
H -3.98283 1.09241 -0.50893 0.395
H -1.09721 -2.20168 -0.56222 0.342
H -0.62166 -0.82278 -1.32913 0.259
H -2.43575 2.34989 1.16921 0.331
H -3.00870 0.75912 1.71784 0.294
H -1.49205 -1.07696 1.77171 0.408
H 0.23556 -0.90982 1.20340 0.352
H 2.47352 -2.10002 -1.19433 0.169
H 1.65598 1.38545 1.40699 0.474
```

LUMO level: 0.676 eV
Structure (SMILES): Oc1cc[nH]n1.O=C1CCCCC1
Kohn-Sham gap: 9.03 eV
E: -16633.459 eV
Energy above the lowest of the compared OMol25 structures with the same formula, charge and spin: 60.4 kcal per mole
Strongest force on any atom: 0.099 hartree/bohr

***

Entry 6:
The following is a quantum chemistry calculation of a structure of composition C9H14N2O7P2PdS at a distorted geometry, from the OMol25 dataset.

```
36
Properties=species:S:1:pos:R:3:mulliken_charge:R:1
Pd 0.06051 1.35071 -2.36001 0.117
C -0.13709 -2.28139 0.62389 -1.662
C -0.10629 -1.18169 -0.40681 0.735
O -0.25129 0.12061 0.21459 1.362
P 1.36441 -1.14399 -1.49641 0.857
O 1.37061 -2.53619 -2.31191 -0.498
O 2.64851 -1.36669 -0.54441 -0.490
O 1.50161 0.06871 -2.36001 -0.598
P -1.42599 -1.28989 -1.71991 0.964
O -2.79069 -1.45809 -0.88021 -0.474
O -1.19049 -2.55399 -2.51201 -0.730
O -1.44969 0.06871 -2.36001 -0.784
H 0.68471 -2.16629 1.33769 0.459
H -0.05029 -3.26479 0.15359 0.412
H -1.06959 -2.25299 1.19599 0.458
H -0.55089 0.67741 -0.54751 0.049
H 0.43261 -2.75549 -2.61281 0.499
H 3.45281 -1.26409 -1.08311 0.377
H -3.52199 -1.42439 -1.52091 0.382
N 2.03991 1.36681 -1.57761 0.396
C 1.36671 1.33951 -0.41551 -0.185
N 0.06051 1.35071 -0.35161 -0.363
C -0.34929 1.32201 0.97099 -0.012
C -1.68439 1.31711 1.42419 -0.458
C -1.95369 1.28921 2.79659 -0.851
C -0.91199 1.26641 3.71869 -0.595
C 0.42091 1.27101 3.29539 -0.663
C 0.67901 1.29901 1.91469 0.749
S 2.18841 1.31341 1.08809 -0.174
H 1.50011 1.65161 -2.38691 0.204
H 2.99261 1.70831 -1.56751 0.315
H -2.49339 1.33441 0.70079 0.524
H -2.98509 1.28481 3.14129 0.446
H -1.13539 1.24421 4.78339 0.435
H 1.23311 1.25271 4.01549 0.452
H 0.06051 3.04251 -2.36001 0.347
```

LUMO level (alpha / beta): -10.179 / -10.020 eV
Kohn-Sham gap (alpha / beta): 4.68 / 4.85 eV
E: -59727.424 eV
Strongest force on any atom: 0.358 hartree/bohr
Total charge: +2

***

Entry 7:
The following is a quantum chemistry calculation of a structure of composition C9H14N2PRu at a distorted geometry, from the OMol25 dataset.

```
27
Properties=species:S:1:pos:R:3:mulliken_charge:R:1
C -0.87274 -0.54286 -1.59317 -0.438
C -0.90884 0.45352 -2.56604 -0.366
C -0.25210 1.68592 -2.43144 -0.111
C 0.57476 1.99678 -1.34104 -0.102
C 0.98548 1.03388 -0.40224 -0.929
Ru -0.28175 -0.19124 0.19116 -0.104
P 0.68331 -2.21510 0.32336 -0.308
H -1.34521 -1.51113 -1.82191 0.489
H -1.47473 0.25953 -3.48320 0.259
H -0.35396 2.42219 -3.23348 0.342
H 1.87820 1.28678 0.19408 0.425
H 0.96671 3.01214 -1.22128 0.303
H 2.04318 -2.24883 0.77192 0.075
H 0.76754 -3.03280 -0.84253 0.128
H 0.05603 -3.16624 1.18831 0.074
C 0.39873 3.27821 4.23630 -0.822
N 0.21421 1.94665 3.69832 0.192
C 0.52554 0.73261 4.30465 -0.392
C 0.27687 -0.25321 3.38676 -0.619
N -0.17853 0.37589 2.21870 -0.007
C -0.22416 1.68085 2.44206 -0.180
H -0.34585 3.50044 5.01044 0.303
H 1.38869 3.36961 4.69835 0.338
H 0.29485 4.00104 3.41907 0.279
H 0.91214 0.67556 5.30863 0.410
H 0.40113 -1.32352 3.41898 0.387
H -0.50969 2.43582 1.72213 0.374
```

LUMO level (alpha / beta): 0.513 / -0.934 eV
Kohn-Sham gap (alpha / beta): 4.55 / 6.94 eV
Multiplicity: 6
E: -24402.432 eV
Energy above the lowest of the compared OMol25 structures with the same formula, charge and spin: 10.4 kcal per mole
Strongest force on any atom: 0.085 hartree/bohr

***

Entry 8:
The following is a quantum chemistry calculation of a structure of composition C9H14N2PSr at a distorted geometry, from the OMol25 dataset.

```
27
Properties=species:S:1:pos:R:3:mulliken_charge:R:1
C 0.54588 0.95920 -3.33168 -0.374
C 0.29797 0.20118 -4.39733 -0.543
C -0.03022 -1.17271 -4.44396 -0.185
C -0.12568 -2.02411 -3.32244 -0.172
C 0.03630 -1.72666 -2.04095 -0.915
Sr 0.19921 0.21883 -1.14800 0.881
P 0.37006 2.70969 -0.52755 -0.174
H 0.87455 1.97921 -3.37742 -0.004
H 0.41787 0.71771 -5.35140 0.154
H -0.15134 -1.62335 -5.42474 0.245
H 0.03248 -2.43617 -1.23717 -0.099
H -0.30647 -3.08434 -3.51177 0.112
H -0.73770 3.15386 0.18906 0.040
H 0.50379 3.60917 -1.57597 0.090
H 1.45450 2.97280 0.30823 0.036
C -0.24382 0.40962 4.78310 -0.886
N -0.25839 -0.17181 3.42802 0.112
C -0.49881 -1.51726 3.11778 -0.414
C -0.41717 -1.63756 1.78065 -0.674
N -0.12981 -0.38663 1.24473 -0.136
C -0.04263 0.45851 2.25605 -0.046
H -1.22291 0.26677 5.25692 0.323
H 0.53036 -0.08028 5.38634 0.317
H -0.02652 1.47652 4.70894 0.294
H -0.70317 -2.26770 3.86647 0.393
H -0.54140 -2.52326 1.17742 0.414
H 0.17308 1.51878 2.18671 0.212
```

LUMO level (alpha / beta): 2.036 / 2.037 eV
Kohn-Sham gap (alpha / beta): 2.14 / 2.14 eV
E: -22655.543 eV
Energy above the lowest of the compared OMol25 structures with the same formula, charge and spin: 130.8 kcal per mole
Strongest force on any atom: 0.049 hartree/bohr
Total charge: -1

***

Which value of strongest force on any atom does entry 1 give? 0.047 hartree/bohr

***

What is the formula in the third record? C9H14CuIN3O5S

***

Look up the E of the seventh one. -24402.432 eV

***

The highest strongest force on any atom belongs to which entry? C9H14N2O7P2PdS